1.
Formula: C28H29ClPSiSn
Source: the OMol25 dataset
Level of theory: ωB97M-V/def2-TZVPD

Element x y z (Å)
C 1.71 1.91 2.18
C 0.96 2.43 1.14
C -0.34 1.84 1.14
H 1.29 3.20 0.47
C -0.41 0.88 2.18
C 0.86 0.97 3.02
H 0.62 1.44 4.01
H 2.70 2.21 2.50
H -1.16 2.08 0.46
H -1.32 0.50 2.65
Sn 0.41 -0.89 0.85
Cl -1.69 -1.96 1.42
P -0.92 -0.01 -1.87
C -2.54 0.86 -1.99
C -2.82 1.85 -2.94
H -2.04 2.21 -3.61
C -4.11 2.39 -3.04
H -4.31 3.14 -3.81
C -5.12 1.96 -2.18
H -6.12 2.37 -2.27
C -4.83 1.01 -1.20
H -5.62 0.68 -0.51
C -3.55 0.47 -1.09
H -3.32 -0.27 -0.31
C 0.09 1.03 -3.01
C 0.63 2.22 -2.49
H 0.46 2.48 -1.44
C 1.36 3.08 -3.30
H 1.76 4.00 -2.89
C 1.57 2.76 -4.65
H 2.13 3.44 -5.29
C 1.05 1.58 -5.17
H 1.20 1.32 -6.22
C 0.32 0.70 -4.35
H -0.06 -0.23 -4.77
C -1.26 -1.48 -2.93
C -2.39 -1.60 -3.76
H -3.16 -0.83 -3.75
C -2.52 -2.71 -4.60
H -3.39 -2.78 -5.25
C -1.55 -3.71 -4.60
H -1.66 -4.57 -5.27
C -0.44 -3.62 -3.75
H 0.31 -4.40 -3.74
C -0.30 -2.51 -2.91
H 0.56 -2.44 -2.23
C 4.77 -2.04 5.39
Si 2.98 -1.51 5.64
C 2.25 -2.93 6.63
C 2.92 0.03 6.72
C 2.10 -1.11 4.05
C 1.47 -0.36 3.25
H 5.18 -2.27 6.39
H 5.38 -1.25 4.94
H 4.86 -2.95 4.78
H 2.84 -3.09 7.55
H 1.22 -2.71 6.93
H 2.27 -3.87 6.06
H 3.45 0.87 6.25
H 1.88 0.34 6.90
H 3.39 -0.16 7.69

**Net charge**: +1
**HOMO-LUMO gap**: 6.84 eV

These are the Löwdin partial charges, in e, on atoms 1 to 2: C 0.015; C -0.075

---

2.
Formula: C28H29F2N2S
Source: the OMol25 dataset
Level of theory: ωB97M-V/def2-TZVPD

Element x y z (Å)
C -5.12 -1.19 -3.87
C -4.27 -0.16 -3.22
C -4.57 0.27 -1.93
F -5.65 -0.35 -1.33
C -3.83 1.25 -1.29
C -2.62 1.77 -1.88
C -1.51 2.51 -1.10
C -2.12 2.72 0.32
C -1.62 1.88 1.34
C -2.06 2.06 2.64
F -1.69 1.19 3.63
C -2.90 3.12 3.00
C -3.30 3.29 4.43
C -3.43 3.92 1.99
C -3.13 3.67 0.64
C -2.38 1.38 -3.20
C -3.15 0.40 -3.85
H -4.68 -1.39 -4.85
H -5.11 -2.11 -3.28
H -6.15 -0.85 -3.99
H -4.16 1.48 -0.28
H -0.64 1.79 -0.84
H -0.91 1.08 1.12
H -3.51 4.35 4.63
H -4.22 2.73 4.59
H -2.54 2.93 5.13
H -4.07 4.77 2.29
H -3.61 4.28 -0.12
H -1.57 1.83 -3.78
H -2.95 0.04 -4.86
C 1.41 1.22 -1.81
C 1.11 1.99 -3.10
C 2.35 1.83 -4.02
C 0.77 3.46 -2.76
C 0.78 4.28 -4.09
C 0.62 5.73 -3.80
N -0.06 5.92 -2.51
C -0.37 7.23 -2.06
C -1.00 7.24 -0.81
C -1.45 8.43 -0.23
C -1.37 9.61 -1.00
C -0.76 9.61 -2.27
C -0.19 8.42 -2.76
S -1.11 5.58 -0.23
C -0.55 4.93 -1.71
N -0.54 3.61 -2.04
H 2.22 1.73 -1.23
H 0.55 1.08 -1.13
H 1.72 0.18 -2.05
H 0.23 1.54 -3.61
H 3.24 2.28 -3.54
H 2.55 0.76 -4.18
H 2.19 2.31 -4.99
H 1.68 3.79 -2.23
H 1.72 4.14 -4.63
H -0.06 3.88 -4.73
H 1.62 6.21 -3.75
H 0.06 6.23 -4.60
H -1.87 8.43 0.79
H -1.78 10.54 -0.61
H -0.72 10.54 -2.87
H 0.38 8.41 -3.70

**Net charge**: +1
**HOMO-LUMO gap**: 8.83 eV

These are the Löwdin partial charges, in e, on atoms 1 to 2: C -0.028; C -0.214

---

3.
Formula: C28H29F3N4O2RuSb
Source: the OMol25 dataset
Level of theory: ωB97M-V/def2-TZVPD

Element x y z (Å)
Ru -0.50 0.11 0.04
N -0.69 0.63 -2.07
C -0.31 -0.52 -2.90
C 1.08 -0.93 -2.42
N 1.09 -1.16 -0.96
C 0.90 -2.59 -0.59
C -0.58 -2.89 -0.38
N -1.03 -1.90 0.61
H -1.55 1.07 -2.41
H 0.04 1.33 -2.18
H -0.29 -0.27 -3.96
H -1.03 -1.31 -2.74
H 1.80 -0.15 -2.65
H 1.40 -1.83 -2.95
H 1.95 -0.82 -0.54
H 1.45 -2.77 0.33
H 1.31 -3.24 -1.36
H -0.74 -3.92 -0.04
H -1.15 -2.74 -1.30
H -0.41 -1.96 1.41
H -1.98 -2.08 0.94
O 2.30 0.89 2.84
C 1.39 0.89 2.04
O 0.62 -0.13 1.76
C 1.05 2.18 1.30
C 1.57 3.38 1.72
C 1.16 4.56 1.11
C 0.22 4.48 0.09
C -0.25 3.24 -0.29
N 0.16 2.10 0.28
H 2.29 3.36 2.53
H 1.56 5.51 1.42
H -0.14 5.36 -0.41
H -0.98 3.15 -1.09
F -5.41 5.15 -3.07
C -4.88 4.22 -2.28
C -4.50 4.58 -0.99
C -3.95 3.61 -0.17
C -3.79 2.30 -0.62
C -4.18 1.98 -1.92
C -4.73 2.93 -2.76
Sb -2.87 0.79 0.55
C -4.32 -0.73 0.69
C -4.61 -1.47 -0.46
C -5.54 -2.50 -0.43
C -6.16 -2.79 0.77
F -7.04 -3.78 0.81
C -5.87 -2.10 1.94
C -4.95 -1.07 1.89
C -3.21 1.72 2.51
C -4.47 2.23 2.96
C -4.60 2.79 4.20
C -3.43 2.85 5.01
F -3.54 3.38 6.18
C -2.17 2.36 4.60
C -2.08 1.81 3.36
H -4.64 5.60 -0.66
H -3.64 3.90 0.82
H -4.09 0.96 -2.30
H -5.05 2.70 -3.76
H -4.12 -1.25 -1.40
H -5.79 -3.07 -1.31
H -6.37 -2.38 2.86
H -4.73 -0.54 2.81
H -5.33 2.16 2.31
H -5.52 3.18 4.59
H -1.33 2.44 5.29
H -1.13 1.40 3.00

**Net charge**: +2
**HOMO-LUMO gap (alpha / beta)**: 7.28 / 3.28 eV
**Spin multiplicity**: 2

These are the Löwdin partial charges, in e, on atoms 1 to 2: Ru 0.834; N -0.084

---

4.
Formula: C28H29InN4O7P
Source: the OMol25 dataset
Level of theory: ωB97M-V/def2-TZVPD

Element x y z (Å)
In -0.34 -0.05 0.37
C -0.75 4.27 -0.82
C -0.28 4.93 0.32
C 0.27 4.20 1.35
C 0.39 2.81 1.21
N -0.08 2.19 0.10
C -0.65 2.90 -0.86
C 1.00 1.95 2.22
C 1.51 2.41 3.44
C 1.99 1.50 4.36
C 1.96 0.14 4.06
C 1.48 -0.26 2.82
N 1.03 0.64 1.94
C 1.42 -1.66 2.38
C 2.08 -2.70 3.04
C 2.01 -3.98 2.53
C 1.26 -4.21 1.38
C 0.59 -3.14 0.80
N 0.69 -1.91 1.28
H -1.18 4.82 -1.64
H -0.37 6.00 0.40
H 0.59 4.69 2.25
H -1.05 2.32 -1.70
H 1.53 3.46 3.67
H 2.37 1.83 5.31
H 2.28 -0.58 4.79
H 2.66 -2.50 3.93
H 2.52 -4.79 3.03
H 1.19 -5.20 0.96
H -0.05 -3.26 -0.06
O -6.95 0.67 3.03
C -6.14 1.55 3.24
O -6.11 2.65 3.74
C -4.66 1.12 2.68
C -3.56 1.89 3.03
C -2.33 1.57 2.48
N -2.18 0.56 1.63
C -3.23 -0.19 1.31
C -4.50 0.05 1.83
C -3.00 -1.31 0.29
O -3.84 -2.15 0.12
O -1.88 -1.24 -0.36
H -3.69 2.73 3.70
H -1.44 2.14 2.72
H -5.32 -0.59 1.54
C 1.93 1.24 -5.27
C 1.23 1.26 -3.92
O 0.93 -0.09 -3.55
P 0.57 -0.61 -2.06
O 0.14 -2.08 -2.45
C -1.07 -2.35 -3.18
C -0.98 -3.75 -3.74
O 1.95 -0.90 -1.30
C 2.98 -1.77 -1.79
C 3.98 -1.02 -2.65
H 2.12 2.26 -5.59
H 1.30 0.77 -6.02
H 2.87 0.71 -5.22
H 0.29 1.82 -4.00
H 1.87 1.72 -3.16
H -1.18 -1.62 -3.98
H -1.92 -2.26 -2.49
H -0.24 -3.81 -4.53
H -1.95 -4.03 -4.16
H -0.72 -4.46 -2.96
H 2.52 -2.59 -2.35
H 3.46 -2.18 -0.90
H 3.52 -0.75 -3.59
H 4.85 -1.65 -2.84
H 4.30 -0.12 -2.14

**Net charge**: +1
**HOMO-LUMO gap**: 4.37 eV

These are the Löwdin partial charges, in e, on atoms 1 to 2: In 0.867; C 0.003

---

5.
Formula: C28H29N6PtS
Source: the OMol25 dataset
Level of theory: ωB97M-V/def2-TZVPD

Element x y z (Å)
Pt -0.16 -0.14 -0.32
C -2.68 0.64 -2.03
C -1.90 1.51 -3.01
C -0.53 1.02 -3.41
C -0.14 1.19 -4.74
C 1.11 0.77 -5.15
C 1.95 0.19 -4.21
C 1.51 0.09 -2.91
N 0.30 0.50 -2.51
N -2.31 0.83 -0.62
C -3.08 -0.08 0.25
C -2.55 -0.01 1.66
C -3.37 0.11 2.77
C -2.79 0.18 4.03
C -1.41 0.11 4.14
C -0.66 -0.03 2.98
N -1.23 -0.08 1.78
C -2.49 2.21 -0.19
C -1.20 2.91 0.19
C -1.21 4.27 0.51
C -0.05 4.86 0.97
C 1.09 4.08 1.09
C 1.03 2.75 0.70
N -0.09 2.19 0.27
H -2.51 -0.41 -2.29
H -3.75 0.85 -2.16
H -1.79 2.53 -2.63
H -2.50 1.57 -3.92
H -0.82 1.66 -5.43
H 1.42 0.90 -6.18
H 2.93 -0.18 -4.48
H 2.15 -0.34 -2.15
H -2.95 -1.11 -0.11
H -4.15 0.15 0.22
H -4.44 0.16 2.65
H -3.41 0.28 4.91
H -0.93 0.16 5.10
H 0.42 -0.08 3.01
H -3.13 2.24 0.70
H -3.00 2.80 -0.95
H -2.12 4.84 0.41
H -0.04 5.90 1.24
H 2.01 4.50 1.47
H 1.90 2.11 0.75
S -1.13 -2.37 -1.44
C 0.36 -2.67 -2.07
N 1.40 -2.87 -2.52
C -0.05 -3.37 1.88
C 1.43 -3.27 1.77
C 2.25 -4.21 2.34
C 3.64 -4.15 2.20
C 4.22 -3.13 1.46
C 3.45 -2.16 0.85
C 4.04 -1.12 -0.04
C 2.01 -2.18 1.00
N 1.31 -1.26 0.46
H -0.34 -4.32 2.32
H -0.50 -3.29 0.88
H -0.47 -2.57 2.49
H 1.81 -5.03 2.89
H 4.26 -4.91 2.66
H 5.29 -3.10 1.33
H 5.09 -0.95 0.20
H 3.48 -0.19 0.03
H 3.98 -1.48 -1.07

**Net charge**: +1
**HOMO-LUMO gap (alpha / beta)**: 7.66 / 6.96 eV
**Spin multiplicity**: 5

These are the Löwdin partial charges, in e, on atoms 1 to 2: Pt 1.075; C -0.201

---

6.
Formula: C28H29NOS4SiTaTe
Source: the OMol25 dataset
Level of theory: ωB97M-V/def2-TZVPD

Element x y z (Å)
Ta -0.36 -0.48 0.30
S -2.65 -0.20 -0.57
C -3.45 0.87 0.62
C -4.32 1.86 0.21
C -4.91 2.70 1.15
C -4.63 2.55 2.50
C -3.77 1.55 2.92
C -3.19 0.73 1.97
S -2.11 -0.62 2.34
C -1.23 -0.07 3.80
C 0.06 -0.84 3.87
C 0.47 -1.41 5.05
C 1.71 -2.01 5.11
C 2.52 -1.96 3.99
C 2.04 -1.36 2.84
C 3.00 -1.16 1.70
S 2.30 -0.50 0.19
C 2.66 1.24 0.25
C 3.91 1.67 -0.17
C 4.22 3.02 -0.21
C 3.25 3.94 0.16
C 1.99 3.52 0.56
C 1.68 2.17 0.62
S 0.05 1.74 1.19
N 0.80 -0.87 2.74
H -4.53 1.99 -0.85
H -5.59 3.47 0.82
H -5.10 3.20 3.23
H -3.56 1.41 3.98
H -1.83 -0.24 4.69
H -1.01 1.00 3.69
H -0.18 -1.38 5.92
H 2.06 -2.49 6.02
H 3.53 -2.36 4.01
H 3.50 -2.09 1.45
H 3.77 -0.45 2.01
H 4.65 0.94 -0.49
H 5.19 3.35 -0.54
H 3.47 5.00 0.13
H 1.24 4.25 0.84
Te -0.03 -3.18 0.60
C -0.33 -3.55 -1.43
C -1.46 -3.05 -2.08
C -1.63 -3.29 -3.43
C -0.69 -4.03 -4.14
C 0.43 -4.53 -3.49
C 0.61 -4.29 -2.13
H -2.20 -2.49 -1.53
H -2.51 -2.90 -3.94
H -0.83 -4.22 -5.20
H 1.16 -5.11 -4.04
H 1.49 -4.68 -1.64
C -1.02 -0.22 -4.06
Si 0.02 0.78 -2.93
C -0.70 2.43 -2.52
C 1.77 0.91 -3.51
O 0.12 -0.11 -1.44
H -1.09 0.27 -5.04
H -2.03 -0.34 -3.66
H -0.60 -1.22 -4.22
H -0.96 2.95 -3.44
H 0.01 3.04 -1.97
H -1.60 2.33 -1.91
H 1.81 1.17 -4.57
H 2.30 -0.04 -3.38
H 2.31 1.68 -2.95

**Net charge**: +1
**HOMO-LUMO gap**: 6.65 eV

These are the Löwdin partial charges, in e, on atoms 1 to 2: Ta 0.876; S 0.625

---

7.
Formula: C28H30AlBF4O4PS
Source: the OMol25 dataset
Level of theory: ωB97M-V/def2-TZVPD

Element x y z (Å)
Al 0.54 -0.20 -1.54
C 0.72 1.60 -4.58
C -0.47 1.13 -3.80
C -1.42 0.32 -4.40
C -2.61 -0.02 -3.75
C -3.61 -0.89 -4.43
C -2.85 0.49 -2.48
C -1.94 1.31 -1.84
C -2.31 1.99 -0.55
C -0.70 1.57 -2.47
H 0.39 2.35 -5.31
H 1.17 0.77 -5.14
H 1.48 2.04 -3.95
H -1.25 -0.03 -5.41
H -4.10 -0.34 -5.24
H -4.38 -1.24 -3.74
H -3.12 -1.76 -4.87
H -3.79 0.27 -1.98
H -3.16 2.65 -0.72
H -1.49 2.58 -0.15
H -2.62 1.25 0.19
H -0.08 2.38 -2.09
F -0.53 -1.44 -1.96
B 0.26 -2.58 -3.52
F -0.85 -2.83 -4.20
F 1.00 -1.52 -3.89
F 0.80 -3.53 -2.78
C 4.03 0.15 -0.34
S 3.01 -0.22 -1.76
O 3.80 -0.42 -2.91
O 2.00 0.92 -1.86
O 2.08 -1.32 -1.35
H 5.07 0.13 -0.66
H 3.84 -0.61 0.41
H 3.76 1.14 0.02
O 0.21 0.03 0.17
P 0.17 -0.04 1.70
C 1.39 -1.25 2.23
C 2.04 -1.12 3.46
C 2.95 -2.08 3.86
C 3.21 -3.17 3.04
C 2.56 -3.31 1.82
C 1.65 -2.35 1.41
C 0.60 1.58 2.35
C 1.21 2.48 1.48
C 1.60 3.73 1.94
C 1.38 4.07 3.27
C 0.78 3.17 4.14
C 0.39 1.92 3.69
C -1.45 -0.61 2.25
C -1.80 -1.91 1.88
C -3.03 -2.42 2.27
C -3.89 -1.65 3.04
C -3.54 -0.36 3.40
C -2.32 0.17 3.01
H 1.84 -0.27 4.10
H 3.46 -1.97 4.81
H 3.92 -3.92 3.35
H 2.76 -4.16 1.19
H 1.16 -2.44 0.45
H 1.37 2.20 0.45
H 2.06 4.43 1.27
H 1.67 5.05 3.63
H 0.61 3.45 5.17
H -0.07 1.22 4.37
H -1.13 -2.50 1.27
H -3.31 -3.42 1.98
H -4.84 -2.06 3.36
H -4.21 0.24 3.99
H -2.06 1.19 3.27

**Net charge**: +1
**HOMO-LUMO gap**: 9.25 eV

These are the Löwdin partial charges, in e, on atoms 1 to 2: Al -0.103; C -0.016